# 1
Here is C5H14NO2 as an isolated structure from the OMol25 dataset. Energies are from ωB97M-V/def2-TZVPD.

Last column: Mulliken charge in e.
Element x y z (Å)
C1 0.65634 1.60620 1.01474  -1.009
O1 1.70823 2.31380 0.44918  -0.763
C2 -0.09182 0.79545 -0.01951  0.360
C3 -0.91536 -0.41599 0.51579  -0.766
C4 -0.60320 -1.59965 -0.39252  -0.245
C5 -1.52903 -2.68698 -0.09908  -1.324
N1 -0.87271 1.59945 -0.93868  -0.806
H1 -0.03693 2.27730 1.52879  0.377
H2 1.07591 1.06134 1.86190  0.353
H3 0.84239 0.35192 -0.59417  0.209
H4 -1.94249 -0.05758 0.38442  0.346
H5 -0.75068 -0.57482 1.61160  0.278
H6 0.42047 -1.94741 -0.30430  0.288
H7 -0.67087 -1.11911 -1.41344  0.257
H8 -1.28541 -2.96462 0.93661  0.319
H9 -1.38837 -3.54987 -0.72562  0.351
H10 -2.58024 -2.41974 0.04887  0.345
H11 -0.75188 2.57167 -0.61969  0.337
H12 -0.33366 1.62861 -1.81497  0.301
H13 2.28676 1.48489 -0.31078  0.458
H14 3.77351 0.99916 -0.34117  0.228
O2 2.98905 0.64598 -0.77795  -0.893

Results
LUMO = 0.1381 hartree
energy = -404.1234 Eh
HOMO energy = -3.62 eV
charge = -1
spin multiplicity = 1
relative energy (zero: lowest compared OMol25 entry of this formula, charge and spin) = 81.7 kJ/mol

# 2
Here is a 2-piece molecular cluster, C5H14NO2 overall from the OMol25 dataset. Energies are from ωB97M-V/def2-TZVPD.

Last column: Mulliken charge in e.
Element x y z (Å)
C1 -0.41578 0.46047 -0.02703  -0.795
N1 0.56230 1.27495 0.77383  -0.427
C2 1.62712 2.02875 -0.07695  -0.392
O1 1.28448 3.31517 -0.19826  -0.899
C3 -0.64974 -0.86938 0.71669  -0.679
C4 -0.51978 -2.13109 -0.14174  -0.328
C5 -0.53506 -3.36685 0.75416  -1.309
H1 -1.29196 1.11278 -0.16109  0.418
H2 -0.16299 0.24145 -1.06403  0.472
H3 0.00411 2.02919 1.11597  0.261
H4 2.58809 2.07168 0.50138  0.260
H5 1.69296 1.43876 -0.97102  0.247
H6 -1.67779 -0.80503 1.13643  0.169
H7 0.02910 -0.93024 1.56557  0.432
H8 -1.41077 -2.11826 -0.82878  0.219
H9 0.32155 -1.89243 -0.82083  0.400
H10 0.47722 -3.54323 1.13913  0.301
H11 -1.01772 -4.22656 0.37626  0.379
H12 -1.03075 -3.13785 1.68815  0.365
H13 -0.59005 2.58381 -1.66850  0.281
H14 0.69173 3.45468 -1.54633  0.411
O2 0.02372 3.00924 -2.26301  -0.788

Results
LUMO = 0.1260 hartree
energy = -404.1118 Eh
HOMO energy = -3.27 eV
charge = -1
spin multiplicity = 1
relative energy (zero: lowest compared OMol25 entry of this formula, charge and spin) = 112.2 kJ/mol

# 3
Here is a 2-piece molecular cluster, C5H14NO2 overall from the OMol25 dataset. Energies are from ωB97M-V/def2-TZVPD.

Last column: Löwdin spin population.
Element x y z (Å)
C1 -1.38637 -1.30426 0.72190  0.001
O1 -2.26445 -1.95291 -0.11558  0.000
C2 -0.13549 -0.72081 -0.01869  0.004
C3 0.65006 0.31470 0.81502  0.024
C4 1.09391 1.51501 -0.07385  0.064
C5 2.11567 2.43248 0.62373  0.498
N1 0.73776 -1.88289 -0.28415  0.003
H1 -0.96023 -2.00966 1.47239  0.000
H2 -1.82448 -0.46396 1.30266  0.001
H3 -0.57577 -0.35914 -0.95162  0.000
H4 1.46208 -0.21804 1.28132  0.012
H5 0.00808 0.81382 1.53877  0.010
H6 0.17936 2.00271 -0.37916  0.017
H7 1.61120 1.15504 -0.97127  0.024
H8 1.73931 2.94935 1.51749  0.106
H9 2.51682 3.18725 -0.05530  0.143
H10 2.90795 1.78215 1.01556  0.086
H11 0.13876 -2.68914 -0.41501  0.001
H12 1.36225 -1.75645 -1.06871  0.005
H13 -2.63067 -1.05776 -1.31538  0.000
H14 -3.83532 -0.98457 -2.36962  0.000
O2 -2.91041 -0.75292 -2.27050  0.001

Results
LUMO (spin up / spin down) = 0.2306 / 0.2304 hartree
energy = -404.0022 Eh
⟨S²⟩ = 0.751
HOMO energy (spin up / spin down) = 3.93 / -1.06 eV
charge = -2
spin multiplicity = 2
relative energy (zero: lowest compared OMol25 entry of this formula, charge and spin) = 0.0 kJ/mol

# 4
Here is a 2-piece molecular cluster, C5H14NO2 overall from the OMol25 dataset. Energies are from ωB97M-V/def2-TZVPD.

Last column: Mulliken charge in e.
Element x y z (Å)
O1 2.24434 -1.12144 0.72464  -0.446
C1 1.25517 -0.47542 0.50691  -0.077
C2 -0.05106 -1.24213 0.19646  0.184
C3 -1.38292 -0.51767 0.26129  -0.871
C4 -1.36554 0.82727 -0.44085  -0.234
C5 -1.34488 0.73675 -1.97077  -1.229
N1 -0.04360 -2.39196 1.20023  -0.322
H1 1.21503 0.62016 0.52374  0.395
H2 0.10217 -1.72208 -0.76763  0.286
H3 -1.74080 -0.43702 1.29274  0.471
H4 -2.13234 -1.15541 -0.20861  0.415
H5 -2.07185 1.55652 -0.05957  0.414
H6 -0.45610 1.37254 -0.17989  -0.059
H7 -1.89909 -0.11835 -2.35654  0.341
H8 -0.31141 0.65779 -2.32740  0.310
H9 -1.75477 1.64269 -2.42367  0.364
H10 -0.94532 -2.86660 1.25431  0.344
H11 0.66087 -3.07924 0.92454  0.363
H12 0.16595 -2.04464 2.13592  0.351
H13 0.56991 3.96465 0.47270  0.313
H14 1.35474 4.00208 -0.83970  0.297
O2 0.90148 3.39523 -0.23531  -0.610

Results
LUMO = -0.1433 hartree
energy = -403.8752 Eh
HOMO energy = -14.37 eV
charge = +1
spin multiplicity = 1
relative energy (zero: lowest compared OMol25 entry of this formula, charge and spin) = 173.8 kJ/mol

> Number 1 is which compound?

C5H14NO2